C52H120As2F12N6O2 | ωB97M-V with the def2-TZVPD basis set

Last column: Löwdin charge in e.
Positions of all 194 atoms, in Å:
C: 4.1222 3.8101 5.8212  -0.035
C: 3.5102 4.9635 5.0024  -0.151
N: 3.7135 4.8971 3.4969  -0.253
C: 3.1646 6.1774 2.9092  0.040
C: 5.1817 4.7722 3.1715  -0.166
C: 6.0461 6.0127 3.3918  -0.035
C: 2.9773 3.6611 3.0096  -0.080
C: 2.8014 3.5522 1.4965  -0.195
O: 1.8658 4.4674 1.0138  -0.213
C: 0.4832 4.2064 1.1561  -0.081
H: 3.7432 2.8460 5.4915  0.069
H: 3.8849 3.9055 6.8801  0.104
H: 5.2046 3.9140 5.7902  0.083
H: 3.8931 5.8867 5.4394  0.139
H: 2.4329 5.1140 5.0922  0.136
H: 2.0856 6.0916 2.8547  0.112
H: 3.5519 6.3176 1.9008  0.119
H: 3.5627 7.0135 3.4753  0.112
H: 5.3469 4.3480 2.1824  0.122
H: 5.5577 4.0033 3.8436  0.111
H: 7.0704 5.8638 3.0543  0.102
H: 6.2255 6.1803 4.4599  0.093
H: 5.6278 6.9546 3.0465  0.081
H: 2.0113 3.6682 3.5139  0.134
H: 3.5007 2.7885 3.3972  0.123
H: 2.4313 2.5500 1.2361  0.124
H: 3.7702 3.6895 1.0127  0.113
H: -0.1576 5.0030 0.7856  0.106
H: 0.3136 4.1274 2.2370  0.084
H: 0.0989 3.2826 0.7120  0.075
C: 6.2909 3.1078 -3.5148  -0.047
C: 4.8951 2.7473 -4.0550  -0.130
N: 3.9785 2.0951 -3.0210  -0.250
C: 2.7713 1.6646 -3.7772  -0.002
C: 4.6618 0.8113 -2.4982  -0.135
C: 3.7793 -0.0742 -1.6148  -0.050
C: 3.6835 3.0210 -1.8698  -0.094
C: 3.1099 4.4137 -2.2173  -0.167
O: 2.0776 4.4191 -3.1685  -0.165
C: 0.8473 4.0058 -2.6062  -0.079
H: 6.8697 2.2978 -3.0802  0.079
H: 6.3219 3.9293 -2.7923  0.082
H: 6.8472 3.5533 -4.3410  0.103
H: 5.0800 1.9408 -4.7626  0.134
H: 4.3882 3.5765 -4.5373  0.138
H: 2.4055 2.4644 -4.4137  0.114
H: 1.9220 1.3469 -3.1673  0.073
H: 3.0209 0.7353 -4.2892  0.122
H: 5.5312 1.2073 -1.9803  0.114
H: 4.9891 0.2831 -3.3918  0.139
H: 3.6214 0.4777 -0.6837  0.067
H: 4.3934 -0.9026 -1.2681  0.091
H: 2.8378 -0.2642 -2.1195  0.073
H: 4.6098 3.0544 -1.2977  0.129
H: 2.9586 2.4958 -1.2418  0.102
H: 3.9684 4.8757 -2.7085  0.129
H: 2.7730 4.9200 -1.3127  0.123
H: 0.0648 3.9508 -3.3604  0.105
H: 0.5649 4.6522 -1.7717  0.092
H: 0.8786 2.9727 -2.2308  0.060
C: 6.1979 -6.5071 5.1422  -0.084
C: 4.9015 -5.6761 5.1840  -0.245
C: 5.0319 -4.3906 4.3806  -0.206
C: 3.7265 -3.6348 4.2676  -0.114
N: 3.7864 -2.3477 3.4288  -0.234
C: 2.4211 -1.6980 3.4404  -0.127
C: 2.3861 -0.8729 2.1577  -0.160
C: 2.8499 -1.9107 1.1631  -0.147
C: 4.0130 -2.5585 1.9223  -0.056
C: 4.7836 -1.3701 4.0035  0.038
H: 6.6079 -6.6633 4.1433  0.078
H: 6.0188 -7.4035 5.7281  0.084
H: 7.0355 -5.9652 5.5915  0.081
H: 4.7677 -5.3738 6.2265  0.119
H: 4.0118 -6.2545 4.9285  0.115
H: 5.3551 -4.5954 3.3560  0.122
H: 5.7315 -3.7527 4.9283  0.120
H: 3.2492 -3.3308 5.1977  0.147
H: 3.0709 -4.3266 3.7304  0.139
H: 2.1726 -1.0249 4.2626  0.141
H: 1.6006 -2.4108 3.3791  0.121
H: 3.0682 -0.0205 2.1895  0.100
H: 1.3872 -0.5179 1.8998  0.111
H: 2.9312 -1.5535 0.1422  0.079
H: 2.1200 -2.7206 1.0616  0.117
H: 4.9532 -2.0973 1.6221  0.137
H: 4.0813 -3.6419 1.8572  0.127
H: 4.4120 -1.1031 4.9895  0.117
H: 4.7027 -0.4928 3.3654  0.090
H: 5.8010 -1.7432 3.9695  0.113
C: -7.8671 2.0621 3.1893  -0.102
C: -8.4982 2.2460 1.7792  -0.217
C: -7.4260 2.0133 0.7044  -0.185
C: -6.1966 2.9408 0.7689  -0.110
N: -4.8622 2.2997 0.3954  -0.224
C: -4.7124 1.1383 1.4324  -0.041
C: -3.4484 1.5213 2.2239  -0.148
C: -2.6526 2.4700 1.3902  -0.160
C: -3.7258 3.2750 0.6726  -0.082
C: -4.9088 1.8757 -1.0290  0.027
H: -7.4587 1.0782 3.4074  0.073
H: -8.7382 2.1744 3.8429  0.082
H: -7.2167 2.8951 3.4498  0.062
H: -9.0684 3.1737 1.7161  0.118
H: -9.3150 1.5256 1.7047  0.118
H: -7.9319 2.2416 -0.2385  0.120
H: -7.1560 0.9565 0.6727  0.113
H: -6.0678 3.4312 1.7285  0.120
H: -6.3422 3.6445 -0.0525  0.139
H: -4.4488 0.1894 0.9661  0.135
H: -5.5606 1.0046 2.0898  0.107
H: -2.9405 0.5791 2.4313  0.090
H: -3.7854 1.9346 3.1782  0.129
H: -2.0579 1.9494 0.6442  0.071
H: -1.9864 3.1792 1.8819  0.108
H: -3.3175 3.6919 -0.2474  0.132
H: -4.1260 4.1130 1.2393  0.135
H: -5.7576 1.2439 -1.2731  0.099
H: -4.0198 1.2329 -1.0816  0.094
H: -4.6714 2.6805 -1.7181  0.112
C: -1.2377 -1.5505 4.2892  -0.092
C: -1.9712 -2.8461 4.5162  -0.228
C: -2.5259 -3.4340 3.1931  -0.171
C: -1.4705 -3.7792 2.1335  -0.132
N: -2.0285 -4.3276 0.8637  -0.264
C: -2.8039 -5.6313 1.0506  -0.069
C: -2.9288 -6.2150 -0.3553  -0.116
C: -1.6418 -5.7368 -1.0333  -0.136
C: -0.9104 -4.7615 -0.0934  -0.064
C: -2.9443 -3.3791 0.1773  -0.001
H: -0.4902 -1.6584 3.5026  0.036
H: -0.8443 -1.1705 5.2315  0.084
H: -1.9805 -0.8355 3.9276  0.065
H: -2.8548 -2.7500 5.1465  0.121
H: -1.3862 -3.6717 4.9322  0.114
H: -3.3459 -2.8141 2.8178  0.114
H: -3.0637 -4.3693 3.3653  0.116
H: -0.8796 -4.5993 2.5582  0.134
H: -0.6953 -3.0477 1.8969  0.112
H: -3.7296 -5.3489 1.5402  0.137
H: -2.1719 -6.3355 1.5918  0.146
H: -3.8633 -5.9820 -0.8614  0.124
H: -2.7869 -7.2923 -0.3589  0.124
H: -1.6897 -5.4191 -2.0731  0.098
H: -1.0053 -6.6236 -1.0775  0.118
H: -0.6140 -3.8189 -0.5501  0.109
H: -0.1317 -5.2706 0.4667  0.130
H: -3.8745 -3.2668 0.7268  0.093
H: -3.1451 -3.6962 -0.8398  0.093
H: -2.5007 -2.3854 0.1978  0.081
C: -0.6832 -5.0080 -5.0561  -0.083
C: -1.4757 -3.8072 -4.5139  -0.255
C: -1.6204 -2.6781 -5.5246  -0.175
C: -2.6250 -1.6203 -5.0791  -0.114
N: -2.7864 -0.4484 -6.0354  -0.241
C: -2.9451 -0.8260 -7.4968  -0.077
C: -1.9787 0.0453 -8.2964  -0.125
C: -1.5618 1.2040 -7.3734  -0.131
C: -1.7059 0.6235 -5.9615  -0.101
C: -4.0144 0.3323 -5.5714  0.024
H: 0.3161 -4.6799 -5.3454  0.078
H: -1.1489 -5.3998 -5.9597  0.084
H: -0.6646 -5.7563 -4.2673  0.062
H: -0.9800 -3.4506 -3.6069  0.100
H: -2.4764 -4.1461 -4.2310  0.115
H: -1.8383 -3.0502 -6.5228  0.111
H: -0.7038 -2.0783 -5.6130  0.114
H: -2.5117 -1.2119 -4.0759  0.114
H: -3.6377 -2.0336 -5.1114  0.137
H: -4.0057 -0.6739 -7.7016  0.135
H: -2.8797 -1.8851 -7.7347  0.127
H: -2.4466 0.3651 -9.2268  0.129
H: -1.0589 -0.4409 -8.6187  0.120
H: -2.1407 2.1121 -7.5261  0.118
H: -0.5311 1.3677 -7.6806  0.116
H: -1.8998 1.3244 -5.1576  0.125
H: -0.8496 0.0028 -5.6847  0.116
H: -3.9272 0.4500 -4.4965  0.103
H: -4.9771 -0.1212 -5.8137  0.116
H: -4.0342 1.2465 -6.1631  0.112
As: -0.5496 -0.1413 -1.0851  0.800
F: -1.9311 -1.0837 -1.5546  -0.237
F: -1.3943 1.3877 -1.3856  -0.268
F: 0.7590 0.9192 -0.4874  -0.285
F: 0.3875 -1.6292 -0.8952  -0.260
F: 0.1063 -0.0957 -2.7042  -0.254
F: -1.0931 -0.3056 0.5488  -0.244
As: -6.0235 -2.7310 -2.1865  0.780
F: -5.4735 -4.3019 -2.7428  -0.276
F: -7.6458 -3.3564 -2.0534  -0.238
F: -6.5279 -1.1925 -1.5252  -0.266
F: -4.3282 -2.2295 -2.2872  -0.292
F: -6.2954 -2.3081 -3.8616  -0.259
F: -5.7563 -3.3211 -0.5258  -0.289

* HOMO level: -17.6 eV
* 2S+1: 1
* frontier orbital gap: 9.60 eV
* total charge: +4

=====

C2H3BrN2O2 | ωB97M-V with the def2-TZVPD basis set

Last column: Löwdin charge in e.
Positions of all 10 atoms, in Å:
C: -0.4316 -0.7925 0.9089  -0.292
C: 0.2576 -1.9263 0.7279  -0.557
N: -0.3738 0.2100 -0.0775  -0.004
N: 2.0581 0.1783 -0.4656  -0.170
O: 2.3925 -0.7157 0.3055  -0.046
O: 0.9301 0.8914 -0.1834  -0.083
Br: 0.6418 -3.2410 1.9506  0.706
H: -1.4515 -0.7564 1.4112  0.133
H: -1.0621 0.8930 0.1822  0.109
H: 2.6115 0.2472 -1.3754  0.204

* HOMO level (alpha / beta): -7.9 / -8.6 eV
* energy relative to the best compared isomer or geometry (same formula, charge and spin): 129.76 kJ/mol
* expectation value of S²: 2.020
* 2S+1: 3
* frontier orbital gap (alpha / beta): 8.71 / 7.69 eV

=====

C3H2N2O | ωB97M-V with the def2-TZVPD basis set

Last column: Löwdin charge in e.
Positions of all 8 atoms, in Å:
H: 0.8514 0.5850 -1.9017  0.099
N: 0.5882 1.1298 -1.0751  0.215
C: -0.1331 0.8562 -0.0723  -0.351
C: -0.5093 1.8781 0.8101  -0.174
N: -0.7860 2.7466 1.5025  0.199
C: -0.4087 -0.5591 0.3314  -0.227
O: 0.2418 -1.5305 0.0758  0.093
H: -1.5062 -0.6980 0.7018  0.147

* HOMO level: -10.5 eV
* energy relative to the best compared isomer or geometry (same formula, charge and spin): 106.29 kJ/mol
* 2S+1: 1
* SMILES: [H]/N=C(/C#N)C=O
* frontier orbital gap: 9.10 eV

=====

C5H13NO2 | ωB97M-V with the def2-TZVPD basis set

Last column: Löwdin charge in e.
Positions of all 21 atoms, in Å:
O: 1.9597 -0.6448 1.6655  0.149
C: 0.7640 -0.9092 1.7007  -0.113
C: -0.3305 0.0671 1.3833  -0.230
C: -0.5256 0.5010 -0.1084  -0.103
C: -1.3901 -0.5526 -0.9841  -0.187
C: -2.5008 0.3512 -1.5677  -0.136
N: -0.0408 1.3389 2.1638  0.305
H: 0.4434 -1.9889 1.9334  0.197
H: -1.3141 -0.1454 1.9509  0.189
H: 0.3116 0.4152 -0.6140  0.054
H: -0.9940 1.5272 -0.1971  0.145
H: -0.7967 -1.0054 -1.7910  0.112
H: -1.9799 -1.3365 -0.3350  0.144
H: -3.4299 0.5628 -0.8081  0.146
H: -2.3584 1.1880 -2.1190  0.030
H: -2.9319 -0.2629 -2.3444  0.067
H: -0.1615 1.2336 3.1038  0.101
H: 0.9252 1.5682 2.0778  0.130
H: 4.8339 -0.3537 -1.0026  -0.006
H: 4.3862 -0.8961 -2.2884  -0.010
O: 5.1302 -0.6578 -1.8193  0.016

* HOMO level (alpha / beta): -13.9 / -13.9 eV
* energy relative to the best compared isomer or geometry (same formula, charge and spin): 398.58 kJ/mol
* expectation value of S²: 0.759
* 2S+1: 2
* frontier orbital gap (alpha / beta): 8.80 / 4.30 eV
* total charge: +1

=====

C23H26F6GaN6O6S3 | ωB97M-V with the def2-TZVPD basis set

Last column: Löwdin charge in e.
Positions of all 71 atoms, in Å:
Ga: -0.6883 -0.4439 0.4974  0.372
F: 0.5381 -3.9304 3.6610  0.125
C: 0.9073 -3.0908 4.6261  -0.663
F: 0.0703 -3.2595 5.6542  0.129
F: 2.1368 -3.4235 5.0350  0.124
S: 0.8630 -1.2969 4.0739  0.591
O: -0.3385 -1.2291 3.2850  -0.325
O: 0.9294 -0.5834 5.3019  -0.255
N: 2.1956 -1.1023 3.2374  -0.269
S: 2.2409 -1.5142 1.7202  0.644
O: 2.2969 -2.9378 1.4902  -0.290
O: 1.4162 -0.7640 0.7973  -0.305
C: 3.9619 -0.9312 1.3392  -0.670
F: 4.1701 -0.9526 0.0291  0.151
F: 4.8366 -1.7580 1.9225  0.133
F: 4.1707 0.2969 1.7942  0.151
S: -1.7604 -2.6368 0.5464  0.798
C: -0.9484 -3.4090 -0.7432  -0.737
N: 0.3767 -3.7110 -0.5929  0.119
C: 1.0764 -4.3165 -1.5579  -0.039
C: 0.4352 -4.7365 -2.6901  -0.029
C: -0.9312 -4.4584 -2.7735  -0.093
N: -1.5967 -3.8121 -1.8339  0.099
H: 0.8746 -3.4036 0.2497  0.103
H: 2.1304 -4.4543 -1.3714  0.146
H: 0.9590 -5.2518 -3.4797  0.106
H: -1.5179 -4.7711 -3.6301  0.115
C: 2.0010 2.9857 1.0789  -0.072
C: 1.1893 3.2954 -0.1826  -0.376
C: 1.4387 2.2478 -1.2737  -0.065
C: -0.2886 3.4967 0.1206  -0.151
C: -0.8133 4.7349 -0.2102  -0.089
C: -2.1408 5.0614 0.0265  -0.139
C: -2.9221 4.1329 0.6897  -0.091
C: -2.4588 2.8754 1.0594  -0.146
C: -3.4588 2.0349 1.8492  -0.382
C: -2.8734 1.3484 3.0849  -0.079
C: -4.2018 1.0191 0.9737  -0.068
C: -1.1259 2.4704 0.7068  -0.283
N: -0.5639 1.2762 0.9807  0.000
H: 3.0713 2.9518 0.8533  0.067
H: 1.6939 2.0256 1.4883  0.051
H: 1.8225 3.7536 1.8342  0.078
H: 1.5494 4.2543 -0.5743  0.112
H: 1.2298 1.2577 -0.8873  0.031
H: 2.4838 2.2823 -1.6009  0.074
H: 0.7941 2.4322 -2.1378  0.080
H: -0.1617 5.4668 -0.6808  0.094
H: -2.5394 6.0266 -0.2636  0.076
H: -3.9477 4.3984 0.9346  0.097
H: -4.2094 2.7468 2.2130  0.112
H: -2.1572 0.5827 2.8071  0.022
H: -3.6784 0.8799 3.6603  0.072
H: -2.3594 2.0708 3.7212  0.084
H: -3.5488 0.1949 0.7049  0.035
H: -4.5509 1.4881 0.0526  0.079
H: -5.0674 0.6193 1.5126  0.071
C: 2.1779 -1.0179 -4.5488  -0.031
N: 0.9977 -0.7585 -3.7469  -0.052
C: -0.1310 -0.2199 -4.2906  -0.066
C: -1.2210 0.0374 -3.5492  0.020
C: -1.1550 -0.2620 -2.1374  -0.514
O: -2.0909 -0.0628 -1.3504  -0.021
N: -0.0118 -0.7883 -1.6249  0.127
C: 1.0787 -1.0643 -2.3716  -0.506
O: 2.1136 -1.5811 -1.9559  0.023
H: 1.9469 -0.8451 -5.5978  0.082
H: 2.5023 -2.0489 -4.4102  0.084
H: 2.9945 -0.3656 -4.2373  0.096
H: -0.0917 -0.0225 -5.3542  0.121
H: -2.1213 0.4701 -3.9538  0.111

* HOMO level: -3.2 eV
* energy relative to the best compared isomer or geometry (same formula, charge and spin): 0.00 kJ/mol
* 2S+1: 1
* frontier orbital gap: 4.32 eV
* total charge: -1

=====

Quick rundown of F_max, same order as above: 0.0511, 0.0435, 0.0792, 0.1243, 0.0315 Eh/bohr